[1]
The following is a quantum chemistry calculation of a 2-piece molecular cluster, C8H15ClNO3 overall in a non-equilibrium geometry, from the Open Molecules 2025 dataset.

Properties
multiplicity	1
E_tot	-28684.522	eV
ΔE to the lowest compared entry with this formula, charge and spin	14.90	kcal per mole
charge	+1

Each line ends with the Mulliken charge.
CARTESIAN COORDINATES (ANGSTROEM)
C: -0.593 0.207 0.502  0.21
C: -1.438 -1.926 -0.887  0.86
C: -3.002 2.547 -0.389  -1.11
C: 2.559 -0.489 1.390  -1.47
C: 1.925 -2.172 -0.401  -1.13
C: 1.202 0.650 -1.139  -0.91
C: -2.187 1.871 0.711  -0.22
C: 1.424 -1.133 0.546  0.01
N: 0.618 -0.116 -0.106  0.76
O: -1.225 -0.547 1.224  -0.65
O: -1.604 -1.299 -1.829  -0.12
O: -1.030 1.486 0.083  -0.35
Cl: -1.324 -3.057 0.175  0.16
H: -2.832 3.608 -0.360  0.29
H: -2.841 2.099 -1.414  0.29
H: -4.114 2.445 -0.350  0.35
H: 3.158 0.035 0.700  0.40
H: 2.037 0.144 2.118  0.38
H: 3.171 -1.280 1.761  0.41
H: 2.471 -1.867 -1.352  0.28
H: 1.097 -2.747 -0.658  0.32
H: 2.566 -2.835 0.153  0.42
H: 0.438 0.669 -1.978  0.31
H: 1.390 1.702 -0.778  0.27
H: 2.107 0.144 -1.600  0.35
H: -2.766 0.930 1.040  0.24
H: -1.961 2.522 1.541  0.36
H: 0.754 -1.591 1.296  0.27


[2]
The following is a quantum chemistry calculation of one molecule with the formula C8H15F5O5SSi, from the Open Molecules 2025 dataset.

Properties
multiplicity	1
E_tot	-51077.123	eV
SMILES	COC[Si@](C)(OC[C@@H](C)O)S(=O)(=O)C(F)(F)C(F)(F)F

Each line ends with the Mulliken charge.
CARTESIAN COORDINATES (ANGSTROEM)
C: 1.560 -2.808 0.446  -0.85
O: 1.439 -1.470 0.880  -0.15
C: 0.172 -1.165 1.429  -0.68
Si: -0.125 0.697 1.287  0.55
C: -0.614 1.501 2.884  -1.26
O: -1.065 1.124 0.022  -0.10
C: -2.361 0.545 -0.176  -0.83
C: -2.418 -0.145 -1.533  0.86
C: -3.502 -1.205 -1.615  -1.48
O: -2.687 0.798 -2.567  -0.60
S: 1.815 1.688 0.764  1.06
O: 2.867 1.185 1.608  -0.63
O: 1.557 3.102 0.658  -0.64
C: 2.214 1.157 -1.012  0.47
F: 1.915 2.159 -1.830  -0.26
F: 1.444 0.103 -1.330  -0.24
C: 3.690 0.770 -1.232  0.53
F: 4.001 -0.333 -0.570  -0.19
F: 4.480 1.763 -0.841  -0.23
F: 3.895 0.550 -2.530  -0.26
H: 1.309 -3.511 1.253  0.34
H: 2.601 -2.955 0.158  0.22
H: 0.913 -3.008 -0.418  0.33
H: -0.620 -1.722 0.903  0.37
H: 0.121 -1.460 2.490  0.42
H: 0.112 2.258 3.191  0.36
H: -1.579 1.998 2.752  0.33
H: -0.700 0.757 3.679  0.39
H: -2.613 -0.161 0.628  0.41
H: -3.091 1.360 -0.152  0.31
H: -1.433 -0.601 -1.706  0.02
H: -4.481 -0.726 -1.694  0.35
H: -3.497 -1.850 -0.733  0.36
H: -3.359 -1.833 -2.496  0.37
H: -1.962 1.436 -2.596  0.34


[3]
The following is a quantum chemistry calculation of C8H15FNO6PSm as an isolated structure in a non-equilibrium geometry, from the Open Molecules 2025 dataset.

Properties
multiplicity	5
E_tot	-52200.073	eV
expectation value of S²	6.079
charge	+2

Each line ends with the Löwdin spin population.
CARTESIAN COORDINATES (ANGSTROEM)
C: 3.933 -1.538 -0.810  0.00
C: 2.863 -0.544 -0.082  0.00
C: 1.394 -1.289 0.121  0.00
C: 0.233 -0.281 0.653  0.00
F: 1.019 0.966 0.951  -0.01
N: -0.410 -0.527 1.990  0.00
C: -1.258 0.709 2.174  0.00
O: -1.509 1.332 3.211  0.00
C: -1.766 1.136 0.686  0.00
C: -1.741 2.688 0.281  0.00
O: -0.476 3.173 -0.203  0.00
O: -0.263 2.817 -1.511  0.00
C: -1.046 0.038 -0.252  0.00
P: -2.391 -1.271 -0.463  0.00
O: -3.071 -1.670 0.855  0.00
O: -1.849 -2.695 -1.231  0.00
O: -3.548 -0.574 -1.535  0.00
H: 3.658 -1.531 -1.927  0.00
H: 3.936 -2.583 -0.359  0.00
H: 4.943 -1.003 -0.741  0.00
H: 3.315 -0.196 0.932  0.01
H: 2.790 0.368 -0.784  0.00
H: 1.522 -2.243 0.735  0.00
H: 1.079 -1.625 -0.934  0.00
H: -0.892 -1.431 2.118  0.00
H: -2.883 0.877 0.543  0.00
H: -1.957 3.278 1.249  0.00
H: -2.627 2.886 -0.408  0.00
H: 0.620 3.216 -1.722  0.00
H: -0.653 0.328 -1.283  0.00
H: -2.388 -2.785 -2.061  0.00
H: -3.030 -0.471 -2.379  0.00
Sm: 2.450 0.443 2.187  4.00


[4]
The following is a quantum chemistry calculation of one molecule with the formula C8H15N in a non-equilibrium geometry, from the Open Molecules 2025 dataset.

Properties
multiplicity	1
E_tot	-10025.938	eV
ΔE to the lowest compared entry with this formula, charge and spin	79.27	kcal per mole

Each line ends with the Mulliken charge.
CARTESIAN COORDINATES (ANGSTROEM)
C: -0.257 0.952 -0.703  0.25
C: 1.626 0.631 0.267  -0.33
C: 0.583 1.660 0.324  -0.49
C: -0.588 1.704 -1.961  -1.63
C: 2.179 -0.044 1.482  -1.18
C: -0.828 -2.496 0.872  -1.52
C: -0.897 -0.280 -0.378  0.61
N: -2.299 -0.337 -0.485  -0.50
C: -0.210 -1.374 0.095  -0.27
H: 2.255 0.628 -0.615  0.30
H: -2.767 0.520 -0.729  0.25
H: -2.686 -1.149 -0.940  0.19
H: 0.904 2.643 -0.036  0.35
H: 0.104 1.765 1.299  0.25
H: 0.787 -1.532 -0.279  0.58
H: -1.206 1.119 -2.643  0.40
H: -1.107 2.649 -1.750  0.34
H: 0.327 1.973 -2.501  0.36
H: 1.431 -0.134 2.270  0.28
H: 3.016 0.547 1.887  0.37
H: 2.569 -1.042 1.274  0.34
H: -1.052 -3.371 0.245  0.32
H: -0.132 -2.845 1.644  0.35
H: -1.753 -2.187 1.361  0.39


[5]
The following is a quantum chemistry calculation of a 3-piece molecular cluster, C8H15N overall in a non-equilibrium geometry, from the Open Molecules 2025 dataset.

Properties
multiplicity	1
E_tot	-10023.275	eV
ΔE to the lowest compared entry with this formula, charge and spin	140.68	kcal per mole

Each line ends with the Mulliken charge.
CARTESIAN COORDINATES (ANGSTROEM)
C: 0.354 -0.069 -0.275  0.44
C: 1.950 -0.282 1.065  -0.63
C: 0.461 -1.272 -1.176  -1.40
C: 3.053 0.471 0.364  -1.12
C: -0.477 -0.049 0.804  0.32
C: -1.978 0.553 -0.593  0.30
N: -3.067 -0.296 -0.519  -0.46
C: -0.996 -0.346 1.960  -0.93
C: -2.002 1.790 -1.092  -1.11
H: 0.613 0.888 -0.716  0.29
H: -3.913 -0.009 -1.006  0.20
H: -2.870 -1.281 -0.607  0.23
H: 2.088 -1.360 1.093  0.32
H: 1.747 0.103 2.061  0.37
H: 1.491 -1.397 -1.510  0.37
H: 0.152 -2.181 -0.663  0.33
H: -0.174 -1.119 -2.049  0.38
H: -0.382 -0.577 2.819  0.30
H: -2.067 -0.247 2.094  0.34
H: -2.903 2.229 -1.522  0.27
H: -1.128 2.426 -1.078  0.23
H: 4.010 0.376 0.891  0.38
H: 3.212 0.110 -0.655  0.27
H: 2.827 1.539 0.310  0.30


[6]
The following is a quantum chemistry calculation of a 2-piece molecular cluster, C8H15N2 overall in a non-equilibrium geometry, from the Open Molecules 2025 dataset.

Properties
multiplicity	1
E_tot	-11510.109	eV
ΔE to the lowest compared entry with this formula, charge and spin	66.27	kcal per mole
charge	+1

Each line ends with the Mulliken charge.
CARTESIAN COORDINATES (ANGSTROEM)
C: 1.870 0.006 0.689  -0.29
C: 2.021 1.293 0.744  -0.52
C: 2.401 -1.402 0.605  -0.25
C: 1.282 -1.802 -0.299  -0.45
C: 0.672 -0.375 -0.098  0.76
C: -0.852 1.024 -1.760  -1.47
C: 0.888 1.961 -0.018  -0.52
C: -0.011 0.869 -0.553  0.23
N: -0.665 0.043 0.551  -0.10
N: -3.398 -0.897 0.835  -0.91
H: 3.318 -1.429 -0.023  0.23
H: 2.531 -2.041 1.520  0.30
H: 1.599 -2.007 -1.238  0.28
H: 0.529 -2.563 0.130  0.25
H: -1.255 2.110 -1.838  0.34
H: -1.741 0.411 -1.873  0.37
H: -0.248 0.646 -2.614  0.32
H: 0.206 2.706 0.532  0.37
H: 2.714 2.130 1.210  0.33
H: 1.393 2.300 -0.956  0.34
H: -0.560 0.527 1.397  0.29
H: -1.577 -0.415 0.406  0.33
H: -3.768 -0.473 1.642  0.23
H: -3.385 -1.941 0.978  0.26
H: -3.961 -0.681 0.033  0.25


[7]
The following is a quantum chemistry calculation of an isolated ion of composition C8H15N2 and charge +1 in a non-equilibrium geometry, from the Open Molecules 2025 dataset.

Properties
multiplicity	1
E_tot	-11509.485	eV
ΔE to the lowest compared entry with this formula, charge and spin	80.67	kcal per mole
charge	+1

Each line ends with the Mulliken charge.
CARTESIAN COORDINATES (ANGSTROEM)
C: -1.249 -0.230 0.263  -0.56
C: -3.569 -0.877 -0.038  -0.27
C: -0.311 0.885 0.318  0.71
C: 0.859 0.302 -0.519  -0.32
C: 0.961 -1.117 -0.136  0.92
C: -0.950 2.122 -0.123  -1.46
C: 2.060 1.175 -0.176  -1.70
C: 1.306 -1.402 1.307  -1.20
N: -2.429 -0.434 0.246  -0.06
N: 0.986 -2.001 -1.121  -0.27
H: -4.304 -1.335 0.596  0.26
H: -4.014 -0.821 -1.084  0.22
H: 0.031 0.803 1.399  0.27
H: 0.625 0.458 -1.596  0.56
H: -0.153 2.971 -0.203  0.26
H: -1.807 2.446 0.402  0.43
H: -1.305 1.827 -1.173  0.34
H: 1.915 1.388 0.844  0.48
H: 2.103 2.099 -0.788  0.38
H: 2.933 0.617 -0.189  0.43
H: 1.664 -0.445 1.710  0.33
H: 2.252 -1.984 1.236  0.48
H: 0.530 -1.895 1.904  0.32
H: 1.214 -2.965 -1.126  0.23
H: 0.652 -1.587 -1.955  0.23


[8]
The following is a quantum chemistry calculation of an isolated ion of composition C8H15N2 and charge +1 in a non-equilibrium geometry, from the Open Molecules 2025 dataset.

Properties
multiplicity	1
E_tot	-11508.724	eV
ΔE to the lowest compared entry with this formula, charge and spin	98.21	kcal per mole
SMILES	C[C@@H]1C[C@]2(C)[C@@H]3CN1[NH2+][C@@H]32
charge	+1

Each line ends with the Mulliken charge.
CARTESIAN COORDINATES (ANGSTROEM)
C: -1.580 -1.601 1.686  -1.41
C: -0.223 -0.974 1.136  -0.23
C: -0.308 0.497 0.813  -0.95
C: 0.498 1.062 -0.374  1.49
C: 0.279 2.513 -0.534  -1.98
C: 0.221 0.236 -1.551  -0.17
C: -0.476 -1.156 -1.320  -1.15
N: 0.142 -1.783 -0.074  -0.17
N: 1.624 -1.111 -0.439  -0.27
C: 1.633 0.377 -1.016  -0.54
H: -1.507 -2.667 1.641  0.45
H: -2.344 -1.535 0.879  0.29
H: -1.845 -1.208 2.649  0.39
H: 0.573 -1.243 1.769  0.52
H: -1.247 0.727 0.447  0.35
H: -0.004 1.154 1.701  0.46
H: 0.227 2.882 0.432  0.55
H: -0.536 2.727 -1.066  0.48
H: 1.153 3.038 -0.972  0.40
H: -0.007 0.672 -2.567  0.44
H: -1.440 -0.903 -1.213  0.38
H: -0.364 -1.702 -2.159  0.55
H: 2.168 -1.026 0.537  0.41
H: 2.083 -1.850 -1.061  0.36
H: 2.492 0.652 -1.700  0.36